106
Properties=species:S:1:pos:R:3:forces:R:3 method="wB97M-V/def2-TZVPD" e_homo_ha=-0.3455 e_tot_ha=-2519.20922 smiles="NC(N)=O.NC(N)=O.NC(N)=O.OCCO.OCCO.OCCO.OCCO.OCCO.OCCO.OCCO.CO.CO" lumo_energy_ev=0.18 orbital_gap_ha=0.3521
C -5.2988 -2.3920 -1.7134 0.702 0.563 -0.547
C -4.2263 -2.1980 -2.8057 -0.713 1.800 -0.077
O -4.4319 -0.8435 -3.4074 0.410 -1.184 1.002
O -6.5523 -2.6881 -2.2737 -0.863 0.220 -0.180
H -5.3787 -1.4977 -1.0578 0.404 -0.521 -0.324
H -4.9624 -3.2442 -1.1207 -0.275 -0.005 0.219
H -4.3659 -2.9085 -3.6145 0.002 -0.423 0.157
H -3.2227 -2.3048 -2.3465 -0.290 0.342 -0.378
H -4.3525 -0.8784 -4.3648 0.061 -0.237 0.100
H -7.0746 -1.8745 -2.4026 0.605 -0.538 0.087
C 3.1881 0.4219 -3.2390 -1.066 1.305 -0.371
C 2.5788 1.7969 -2.9164 1.084 0.898 -0.381
O 3.4214 2.8655 -3.4324 -0.058 -0.655 0.123
O 4.4884 0.2550 -2.7621 0.406 -0.645 0.683
H 3.1364 0.2768 -4.3317 -0.014 -0.178 0.283
H 2.5520 -0.2729 -2.7001 -0.018 -0.493 -0.273
H 2.5286 1.9671 -1.8418 -0.324 -0.396 0.094
H 1.5952 1.9535 -3.3833 0.243 -0.364 0.237
H 4.0691 3.0529 -2.7416 -0.193 0.271 -0.121
H 5.0689 0.9884 -2.9573 -0.121 0.420 -0.383
C -3.0371 4.3121 3.4119 0.694 -0.724 1.447
C -3.2772 2.7927 3.6109 -0.053 1.856 2.524
O -3.4645 2.1539 2.4231 -0.213 -1.012 -1.131
O -1.8566 4.4980 2.6701 -0.207 0.014 -1.512
H -2.8007 4.8184 4.3657 -0.554 -0.370 -0.149
H -3.9123 4.7752 2.9617 -0.098 0.102 -0.225
H -4.1459 2.7127 4.2694 -0.647 -0.134 -0.472
H -2.5287 2.3704 4.3080 0.484 0.031 -0.838
H -2.6202 2.0533 1.9466 0.113 -0.099 -0.089
H -2.0923 4.1671 1.7821 0.636 0.189 0.313
C -0.9698 -3.0164 -4.7137 -0.527 0.670 1.486
C -0.6122 -1.6272 -4.1891 -0.101 -0.543 -0.167
O -0.3252 -1.6095 -2.8282 -0.129 -0.071 1.246
O 0.0778 -3.9045 -4.4641 0.775 -0.739 0.129
H -1.1598 -2.9852 -5.7619 -0.575 0.174 -0.861
H -1.8339 -3.3918 -4.1499 -0.089 0.126 -0.314
H -1.4606 -0.9562 -4.2921 -0.020 0.213 -0.430
H 0.2542 -1.3032 -4.7468 0.249 0.528 -0.440
H 0.5280 -2.0018 -2.5594 -0.065 0.051 -0.420
H 0.5395 -4.0029 -5.2931 0.477 -0.248 -0.119
C 4.2262 1.2671 1.9516 0.400 1.970 0.910
C 5.6146 1.9639 1.7894 -0.373 -1.337 0.544
O 5.4798 3.2158 1.2133 -0.484 0.668 -0.940
O 3.5624 1.2041 0.6906 0.015 -1.107 -0.280
H 3.5639 1.9306 2.5770 0.756 -0.606 -0.342
H 4.3712 0.3324 2.4795 -0.291 -0.450 -0.299
H 6.2866 1.2988 1.2087 -0.274 0.182 -0.040
H 6.1138 2.1138 2.7554 -0.339 -0.162 0.002
H 4.8180 3.1086 0.5066 0.302 0.257 0.159
H 3.6415 0.2936 0.3404 0.162 0.505 0.238
C 3.2697 -2.3892 -1.2623 0.057 -0.361 0.107
C 3.7924 -2.9248 0.0682 -0.345 -0.181 -0.226
O 3.8475 -2.0121 1.1374 -0.501 0.596 0.133
O 1.8731 -2.0888 -1.2850 -0.387 -0.332 0.585
H 3.5498 -3.1332 -2.0322 -0.403 0.006 0.190
H 3.8019 -1.4878 -1.5655 0.038 0.053 0.327
H 4.8136 -3.2059 -0.1350 0.457 -0.276 0.018
H 3.2443 -3.8218 0.3997 0.036 0.080 -0.370
H 2.9874 -1.9599 1.5921 0.530 0.135 -0.149
H 1.3427 -2.6521 -0.6504 0.438 0.145 -0.492
C 0.8910 5.0548 0.5861 2.060 -0.314 0.827
C 2.0006 4.2247 -0.0476 -0.756 -0.466 -0.651
O 3.0621 4.9736 -0.6104 0.178 0.086 0.769
O 1.3095 5.3915 1.9331 0.474 -0.255 -1.153
H 0.0543 4.3942 0.6753 -0.976 -0.098 -0.287
H 0.7602 5.9797 0.0219 -0.451 -0.205 -0.225
H 1.5684 3.6688 -0.8788 -0.148 0.088 -0.197
H 2.3490 3.4393 0.6372 0.056 0.355 0.243
H 3.4280 5.4425 0.1504 0.335 0.175 -0.225
H 0.5133 5.7360 2.3001 -0.807 0.455 1.009
C 0.7134 2.0048 4.1971 -0.352 0.150 -0.610
O 1.8547 1.3633 4.8362 -1.257 1.356 -0.626
H 0.7808 2.0407 3.0537 0.283 0.034 1.433
H -0.1953 1.3807 4.3894 0.404 0.720 0.105
H 0.5802 3.0658 4.5480 0.179 -1.234 -0.166
H 1.9875 0.6591 4.2121 0.763 -1.002 -0.168
C 0.8840 -1.4518 2.7609 0.251 0.298 -0.905
O 2.1623 -1.0540 3.2538 0.231 -0.176 0.150
H 0.1089 -1.1405 3.4484 -0.371 -0.182 0.145
H 0.7765 -0.8738 1.8251 -0.285 -0.524 0.298
H 0.8840 -2.5368 2.5623 -0.381 0.442 -0.031
H 2.3884 -1.6844 3.9402 0.287 0.063 0.295
C -0.8414 -4.1936 -0.5194 1.387 0.755 0.477
O 0.0258 -3.6078 0.1507 0.453 0.015 -0.351
N -0.5885 -4.7589 -1.7050 1.432 -0.256 -0.123
N -2.0629 -4.3215 -0.0459 -2.762 -0.083 0.179
H -1.2593 -5.0268 -2.3804 -0.542 -0.153 -0.314
H 0.3705 -4.7120 -1.9975 -0.048 0.046 -0.327
H -2.7783 -4.6314 -0.6943 0.150 -0.050 0.280
H -2.4020 -3.6062 0.5836 0.053 -0.008 0.257
C -4.9300 -1.8953 1.9044 -1.129 -1.173 -0.336
O -3.9712 -2.3738 1.3476 2.036 -0.719 -0.895
N -6.0761 -2.6084 1.9725 -1.119 -0.811 0.213
N -4.9336 -0.6891 2.4079 0.085 2.408 0.940
H -6.7385 -2.4154 2.7082 0.053 -0.085 -0.088
H -5.8991 -3.5811 1.7708 -0.336 0.042 0.055
H -5.7706 -0.1552 2.6705 0.987 -0.480 -0.293
H -4.0337 -0.2546 2.2572 -0.416 0.847 0.313
C -0.8204 1.0679 -0.0821 0.029 -0.252 0.345
O -1.1604 1.7360 0.9010 0.411 0.195 -0.456
N -1.6854 0.5513 -0.9929 0.591 -1.076 -0.463
N 0.4911 0.7705 -0.3938 -0.586 1.138 1.111
H -1.2740 -0.2988 -1.3843 -0.579 0.316 -0.612
H -2.6600 0.4692 -0.7874 -0.281 0.196 0.406
H 0.7217 -0.0768 -0.8741 0.206 -0.270 -0.270
H 1.1505 1.1499 0.2710 0.281 -0.285 -0.085